(1)
Formula: C5H13NO3
Source: the OMol25 dataset
Level of theory: ωB97M-V/def2-TZVPD

Output
Relative energy (zero: lowest compared OMol25 entry of this formula, charge and spin) ... 13.9 kcal/mol
SMILES string ... COC(N)=O.CC(C)O
Orbital gap ... 10.983 eV
2S+1 ... 1

Geometry as XYZ:
```
22
C5H13NO3, DFT ωB97M-V/def2-TZVPD
C 1.78319 -2.37290 -0.97769
O 1.59574 -1.66665 0.24389
C 2.16269 -0.44409 0.31332
N 1.81909 0.17037 1.47538
O 2.81413 0.06546 -0.56377
H 1.61297 -3.42226 -0.75379
H 2.79222 -2.20988 -1.35864
H 1.06421 -2.02667 -1.72085
H 2.07370 1.13574 1.58377
H 1.13809 -0.26177 2.07441
C -2.06705 -0.35810 0.22151
C -1.71421 0.93218 -0.46348
C -1.57736 2.12022 0.47781
O -0.37524 0.57525 -1.06854
H -2.67306 -0.22859 1.11596
H -0.98531 -0.70754 0.40159
H -2.49896 -1.07842 -0.46304
H -2.40246 1.16004 -1.28810
H -1.24365 3.00348 -0.06513
H -0.85060 1.90343 1.25841
H -2.53747 2.33989 0.94096
H 0.06934 1.37080 -1.38397
```

(2)
Formula: C5H13NO3P
Source: the OMol25 dataset
Level of theory: ωB97M-V/def2-TZVPD

Output
Relative energy (zero: lowest compared OMol25 entry of this formula, charge and spin) ... 50.4 kcal/mol
Charge ... -1
Orbital gap ... 8.144 eV
2S+1 ... 1

Geometry as XYZ:
```
23
C5H13NO3P, DFT ωB97M-V/def2-TZVPD
C 3.11916 0.31433 -0.85268
C 2.16784 0.16212 1.51837
C -4.06543 0.50875 0.52874
C 0.74750 0.66926 -0.41259
C 2.00962 0.57178 0.12239
N -3.65777 -0.80696 0.07917
O 1.20914 -2.20528 -0.92488
O -0.23714 -1.54839 0.99798
O -1.06915 -1.02088 -1.30780
P 0.13611 -1.37343 -0.42765
H 2.84433 -0.60993 -1.37047
H 4.06681 0.16656 -0.28411
H 3.31805 1.13428 -1.57988
H 2.11373 0.89798 2.29152
H 3.03426 -0.56132 1.63769
H 1.15195 -0.34886 1.79620
H -5.01213 0.45811 1.02748
H -3.25313 0.97194 1.04820
H -4.26472 0.99307 -0.46929
H 0.68196 0.85603 -1.44681
H -0.03152 0.93580 0.25864
H -2.61746 -0.58691 -0.31173
H -3.34997 -1.39990 0.91730
```